[1]
This record from the Open Molecules 2025 dataset describes a 2-piece molecular cluster, C3N4OS overall in a non-equilibrium geometry. The level of theory is ωB97M-V/def2-TZVPD.

Output
2S+1 = 1
Total charge = 0
LUMO (alpha / beta) = -5.19 / -5.18 eV
Kohn-Sham gap (alpha / beta) = 4.93 / 4.93 eV
Relative energy (zero: lowest compared OMol25 entry of this formula, charge and spin) = 63.7 kcal/mol

Positions of all 9 atoms, in Å:
1 C -0.344 0.487 -1.197
2 C -2.199 -0.117 0.766
3 C 2.518 -0.635 0.297
4 N -0.272 0.182 -2.338
5 N -2.730 -1.144 0.798
6 N 2.695 -1.773 0.216
7 N -0.519 1.066 -0.077
8 O -1.470 0.916 0.935
9 S 2.321 1.017 0.601

=====

[2]
This record from the Open Molecules 2025 dataset describes C3NO3 as an isolated structure in a non-equilibrium geometry. The level of theory is ωB97M-V/def2-TZVPD.

Output
2S+1 = 1
Total charge = -1
LUMO (alpha / beta) = 4.04 / 4.04 eV
Kohn-Sham gap (alpha / beta) = 7.28 / 7.28 eV
Relative energy (zero: lowest compared OMol25 entry of this formula, charge and spin) = 50.1 kcal/mol

Positions of all 7 atoms, in Å:
1 C -0.069 -0.014 -0.694
2 C -0.371 -1.038 -1.635
3 C 0.220 0.588 1.803
4 N 0.339 -0.356 1.127
5 O -0.541 1.112 -0.706
6 O 0.203 -1.846 -2.360
7 O 0.220 1.554 2.465

=====

[3]
This record from the Open Molecules 2025 dataset describes a 2-piece molecular cluster, C3NO3 overall in a non-equilibrium geometry. The level of theory is ωB97M-V/def2-TZVPD.

Output
2S+1 = 1
Total charge = -1
LUMO (alpha / beta) = 1.24 / 1.25 eV
Kohn-Sham gap (alpha / beta) = 4.73 / 4.75 eV
Relative energy (zero: lowest compared OMol25 entry of this formula, charge and spin) = 65.6 kcal/mol

Positions of all 7 atoms, in Å:
1 C -1.578 0.863 -0.110
2 C -1.645 -0.365 0.014
3 C 2.129 -0.351 0.192
4 N 1.823 -0.769 -0.880
5 O -1.505 2.093 -0.074
6 O -1.725 -1.557 -0.205
7 O 2.412 0.087 1.241

=====

[4]
This record from the Open Molecules 2025 dataset describes an isolated ion of composition C3O2 and charge -1 in a non-equilibrium geometry. The level of theory is ωB97M-V/def2-TZVPD.

Output
2S+1 = 2
Total charge = -1
LUMO (alpha / beta) = 4.48 / 2.65 eV
Kohn-Sham gap (alpha / beta) = 8.09 / 6.22 eV
Relative energy (zero: lowest compared OMol25 entry of this formula, charge and spin) = 9.5 kcal/mol

Positions of all 5 atoms, in Å:
1 C -0.393 1.564 -0.572
2 C -0.390 0.949 0.535
3 O -0.084 -0.294 1.014
4 C 0.343 -1.159 0.105
5 O 0.430 -0.820 -1.061

=====

[5]
This record from the Open Molecules 2025 dataset describes C40H100Br4N8O8 as an isolated structure in a non-equilibrium geometry. The level of theory is ωB97M-V/def2-TZVPD.

Output
2S+1 = 1
Total charge = +4
LUMO = -8.21 eV
Kohn-Sham gap = 5.77 eV

Positions of all 160 atoms, in Å:
1 C 3.352 -1.626 -7.786
2 C 4.744 -1.670 -8.314
3 O 5.810 -1.342 -7.932
4 N 4.820 -2.279 -9.856
5 H 4.651 -3.271 -9.761
6 H 4.019 -1.978 -10.461
7 C 6.119 -2.076 -10.541
8 H 3.435 -1.208 -6.756
9 H 2.829 -2.601 -7.773
10 H 2.776 -0.995 -8.461
11 H 6.018 -2.519 -11.532
12 H 6.912 -2.662 -10.061
13 H 6.366 -1.029 -10.630
14 C 0.721 -5.417 -3.506
15 C 1.728 -5.415 -2.348
16 O 1.592 -5.933 -1.270
17 N 3.066 -4.702 -2.587
18 H 2.958 -3.648 -2.881
19 H 3.590 -4.981 -1.776
20 C 3.756 -5.471 -3.746
21 H 0.020 -4.577 -3.424
22 H 0.138 -6.360 -3.498
23 H 1.184 -5.283 -4.495
24 H 3.878 -6.488 -3.436
25 H 4.751 -5.041 -3.842
26 H 3.185 -5.375 -4.611
27 C -1.575 -9.192 1.832
28 C -1.574 -7.510 1.889
29 C -2.804 -7.044 2.747
30 C -2.546 -5.694 3.373
31 C -1.387 -5.584 4.263
32 C -0.061 -5.823 3.466
33 N -0.157 -7.078 2.471
34 O 0.763 -7.642 2.210
35 C 1.096 -6.137 4.390
36 C 0.320 -4.673 2.490
37 C -1.580 -6.933 0.472
38 H -0.696 -9.582 2.312
39 H -1.608 -9.420 0.776
40 H -2.431 -9.648 2.273
41 H -2.997 -7.763 3.554
42 H -3.607 -7.071 2.026
43 H -3.503 -5.373 3.816
44 H -2.511 -4.968 2.562
45 H -1.317 -6.391 5.003
46 H -1.318 -4.615 4.774
47 H 0.897 -7.052 4.933
48 H 1.229 -5.322 5.161
49 H 1.997 -6.136 3.834
50 H -0.612 -4.255 2.135
51 H 0.997 -5.009 1.695
52 H 0.848 -3.938 3.109
53 H -2.253 -7.486 -0.162
54 H -0.596 -7.048 0.047
55 H -1.926 -5.881 0.518
56 C 5.968 3.693 8.508
57 C 4.773 2.935 7.892
58 C 3.658 2.751 8.922
59 C 2.290 2.433 8.286
60 C 1.815 3.521 7.308
61 C 2.815 3.722 6.121
62 N 4.369 3.750 6.675
63 O 5.011 4.466 6.121
64 C 2.575 4.984 5.301
65 C 2.636 2.458 5.253
66 C 5.258 1.481 7.405
67 H 6.198 3.225 9.479
68 H 5.750 4.761 8.699
69 H 6.883 3.660 7.980
70 H 3.588 3.608 9.537
71 H 3.992 1.888 9.465
72 H 1.548 2.482 9.087
73 H 2.355 1.460 7.862
74 H 1.791 4.503 7.837
75 H 0.776 3.380 6.957
76 H 2.629 5.880 5.900
77 H 1.597 4.949 4.844
78 H 3.258 5.067 4.446
79 H 1.628 2.295 4.900
80 H 2.828 1.634 5.940
81 H 3.346 2.463 4.432
82 H 5.835 1.466 6.471
83 H 4.337 0.923 7.108
84 H 5.713 0.901 8.170
85 C -4.809 4.425 3.570
86 C -3.583 5.257 3.333
87 C -3.751 6.345 2.202
88 O -2.770 7.300 2.497
89 C -2.741 8.364 1.530
90 N -3.206 5.977 4.631
91 H -3.050 5.156 5.299
92 H -2.292 6.372 4.623
93 H -3.902 6.661 4.924
94 H -5.284 4.102 2.636
95 H -5.466 5.115 4.114
96 H -4.516 3.501 4.082
97 H -2.716 4.620 3.247
98 H -4.799 6.737 2.224
99 H -3.530 5.899 1.216
100 H -2.037 8.061 0.772
101 H -2.392 9.230 2.111
102 H -3.693 8.616 1.020
103 C -2.270 6.806 -5.609
104 C -1.054 5.937 -5.463
105 C -0.262 6.191 -4.224
106 O 0.783 5.233 -4.101
107 C 1.891 5.412 -4.980
108 N -1.637 4.527 -5.414
109 H -2.048 4.104 -6.235
110 H -0.955 3.854 -5.107
111 H -2.362 4.473 -4.743
112 H -2.760 6.602 -6.588
113 H -1.986 7.865 -5.549
114 H -2.996 6.448 -4.907
115 H -0.326 5.963 -6.297
116 H -0.886 6.164 -3.343
117 H 0.032 7.266 -4.189
118 H 1.687 5.267 -6.036
119 H 2.549 4.627 -4.673
120 H 2.416 6.374 -4.834
121 C 1.204 1.383 -0.870
122 C 0.523 0.045 -0.628
123 C -0.308 -0.044 0.601
124 O 0.677 0.070 1.613
125 C 0.141 0.061 2.929
126 N -0.168 -0.368 -1.839
127 H 0.405 -0.440 -2.686
128 H -0.584 -1.278 -1.584
129 H -1.015 0.176 -1.995
130 H 1.677 1.389 -1.825
131 H 1.954 1.617 -0.083
132 H 0.323 2.080 -0.815
133 H 1.349 -0.636 -0.593
134 H -0.822 -1.009 0.715
135 H -1.119 0.770 0.667
136 H -0.541 0.897 3.083
137 H 0.999 0.247 3.577
138 H -0.404 -0.907 3.132
139 C -4.668 -3.165 -4.764
140 C -4.186 -1.670 -4.977
141 C -5.425 -0.900 -5.514
142 O -6.349 -0.975 -4.457
143 C -7.599 -0.383 -4.886
144 N -3.601 -1.209 -3.641
145 H -2.906 -1.821 -3.238
146 H -3.159 -0.233 -3.757
147 H -4.310 -1.231 -2.935
148 H -3.981 -3.751 -4.127
149 H -4.817 -3.582 -5.732
150 H -5.600 -3.160 -4.200
151 H -3.373 -1.681 -5.716
152 H -5.812 -1.301 -6.470
153 H -5.224 0.156 -5.743
154 H -8.297 -0.478 -4.085
155 H -7.967 -0.750 -5.811
156 H -7.427 0.689 -4.977
157 Br 2.163 -2.059 -3.834
158 Br -2.181 1.767 -3.679
159 Br -1.498 3.193 5.001
160 Br -2.077 -2.881 -1.182

=====

[6]
This record from the Open Molecules 2025 dataset describes C40H100N6O14Zn as an isolated structure in a non-equilibrium geometry. The level of theory is ωB97M-V/def2-TZVPD.

Output
2S+1 = 1
Total charge = 0
LUMO = 0.36 eV
Kohn-Sham gap = 7.67 eV
Relative energy (zero: lowest compared OMol25 entry of this formula, charge and spin) = 16.8 kcal/mol

Positions of all 161 atoms, in Å:
1 Zn 20.384 -15.135 -1.086
2 C 23.976 -14.831 0.060
3 C 22.882 -14.430 1.002
4 O 21.662 -14.436 0.304
5 H 23.999 -14.210 -0.835
6 H 23.773 -15.851 -0.269
7 H 24.945 -14.756 0.553
8 H 23.027 -13.439 1.430
9 H 22.919 -15.162 1.809
10 C 16.203 -15.263 0.214
11 C 17.043 -15.925 -0.850
12 O 18.407 -15.541 -0.995
13 H 16.126 -14.202 -0.021
14 H 16.750 -15.381 1.150
15 H 15.216 -15.719 0.292
16 H 16.561 -15.780 -1.817
17 H 16.998 -17.010 -0.763
18 C 17.020 -10.496 5.466
19 O 17.177 -10.571 4.044
20 C 17.212 -11.902 3.491
21 C 17.388 -11.983 1.955
22 N 18.482 -11.051 1.600
23 C 19.838 -11.500 1.857
24 C 20.781 -10.319 1.981
25 O 20.557 -9.575 3.163
26 C 21.278 -8.317 3.243
27 H 15.996 -10.781 5.708
28 H 17.297 -9.495 5.798
29 H 17.707 -11.204 5.929
30 H 16.176 -12.168 3.698
31 H 17.952 -12.584 3.909
32 H 16.509 -11.591 1.443
33 H 17.528 -12.985 1.549
34 H 18.338 -10.312 2.274
35 H 20.232 -12.225 1.145
36 H 19.910 -11.907 2.866
37 H 20.806 -9.778 1.034
38 H 21.747 -10.818 2.062
39 H 20.977 -7.829 4.171
40 H 20.962 -7.749 2.368
41 H 22.365 -8.316 3.315
42 C 20.540 -15.404 3.773
43 O 20.323 -15.451 5.194
44 C 20.131 -16.764 5.752
45 C 19.716 -16.530 7.238
46 N 20.684 -15.644 7.921
47 C 20.091 -15.082 9.063
48 C 19.807 -16.100 10.229
49 O 18.839 -17.049 9.848
50 C 18.657 -18.114 10.761
51 H 21.457 -15.958 3.569
52 H 20.633 -14.355 3.489
53 H 19.690 -15.817 3.230
54 H 21.007 -17.408 5.830
55 H 19.315 -17.350 5.327
56 H 19.656 -17.512 7.707
57 H 18.747 -16.030 7.226
58 H 21.048 -14.982 7.251
59 H 19.197 -14.527 8.780
60 H 20.835 -14.402 9.478
61 H 19.567 -15.596 11.164
62 H 20.766 -16.601 10.362
63 H 17.740 -18.652 10.519
64 H 18.421 -17.742 11.758
65 H 19.475 -18.829 10.675
66 C 15.438 -15.329 -7.242
67 O 16.541 -15.348 -6.285
68 C 16.752 -16.689 -5.760
69 C 17.971 -16.689 -4.788
70 N 19.143 -16.081 -5.326
71 C 19.749 -16.827 -6.457
72 C 21.074 -16.111 -6.910
73 O 20.673 -14.961 -7.662
74 C 21.760 -14.336 -8.301
75 H 15.295 -14.263 -7.417
76 H 14.533 -15.685 -6.749
77 H 15.491 -15.973 -8.120
78 H 16.851 -17.360 -6.613
79 H 15.867 -17.056 -5.240
80 H 18.213 -17.665 -4.369
81 H 17.590 -16.198 -3.893
82 H 18.867 -15.195 -5.724
83 H 19.071 -16.790 -7.310
84 H 19.887 -17.887 -6.245
85 H 21.613 -16.898 -7.438
86 H 21.669 -15.801 -6.051
87 H 22.564 -14.208 -7.576
88 H 21.378 -13.467 -8.838
89 H 22.208 -15.080 -8.959
90 C 24.008 -11.334 -9.619
91 O 23.158 -11.371 -8.497
92 C 23.527 -10.775 -7.213
93 C 22.409 -11.030 -6.219
94 N 22.604 -10.478 -4.879
95 C 23.598 -11.071 -4.014
96 C 23.462 -10.558 -2.568
97 O 24.403 -11.222 -1.606
98 C 24.149 -10.873 -0.254
99 H 23.657 -12.195 -10.187
100 H 25.067 -11.544 -9.470
101 H 23.935 -10.452 -10.256
102 H 23.771 -9.720 -7.340
103 H 24.421 -11.266 -6.827
104 H 22.137 -12.057 -5.975
105 H 21.528 -10.583 -6.681
106 H 22.739 -9.483 -4.989
107 H 24.617 -10.965 -4.386
108 H 23.331 -12.123 -3.916
109 H 22.494 -10.742 -2.102
110 H 23.669 -9.498 -2.420
111 H 25.098 -10.872 0.283
112 H 23.546 -11.632 0.246
113 H 23.749 -9.876 -0.071
114 C 19.302 -12.264 -1.782
115 O 20.070 -13.420 -2.052
116 C 20.803 -13.347 -3.236
117 C 21.807 -14.500 -3.322
118 N 21.081 -15.711 -3.017
119 C 22.017 -16.823 -2.859
120 C 21.423 -17.814 -1.872
121 O 21.035 -17.105 -0.700
122 C 20.816 -17.995 0.363
123 H 18.348 -12.267 -2.310
124 H 19.800 -11.299 -1.885
125 H 19.086 -12.299 -0.715
126 H 21.182 -12.326 -3.200
127 H 20.173 -13.305 -4.124
128 H 22.522 -14.334 -2.517
129 H 22.213 -14.464 -4.333
130 H 20.623 -15.913 -3.894
131 H 22.991 -16.617 -2.414
132 H 22.221 -17.447 -3.729
133 H 22.118 -18.639 -1.713
134 H 20.559 -18.259 -2.364
135 H 21.711 -18.595 0.534
136 H 20.066 -18.744 0.111
137 H 20.594 -17.416 1.259
138 C 18.277 -26.541 3.342
139 O 19.055 -25.415 3.001
140 C 18.354 -24.469 2.284
141 C 19.206 -23.211 2.086
142 N 18.822 -22.375 0.958
143 C 17.427 -21.914 0.935
144 C 17.131 -20.815 1.865
145 O 17.945 -19.760 1.482
146 C 17.786 -18.603 2.309
147 H 18.957 -27.390 3.408
148 H 17.549 -26.816 2.579
149 H 17.788 -26.467 4.313
150 H 17.488 -24.154 2.865
151 H 17.956 -24.787 1.321
152 H 20.209 -23.584 1.877
153 H 19.208 -22.598 2.988
154 H 19.344 -21.511 0.949
155 H 16.776 -22.780 1.065
156 H 17.252 -21.517 -0.065
157 H 17.405 -21.107 2.878
158 H 16.070 -20.570 1.805
159 H 18.367 -18.650 3.230
160 H 16.751 -18.317 2.499
161 H 18.133 -17.720 1.774